ORCA calculation (ωB97M-V/def2-TZVPD) on a 8-piece molecular cluster, H16O8 overall in a non-equilibrium geometry.

Cartesian coordinates (Å):
O -9.6147 14.8916 -4.8045
H -8.6874 14.6614 -4.6761
H -9.7133 15.7873 -5.0822
O -6.8489 18.4124 -4.7905
H -6.3700 19.2080 -5.0429
H -6.3740 17.6227 -4.9490
O -9.2778 17.5432 -1.6651
H -9.2549 16.6658 -1.3300
H -9.3321 18.0787 -0.8694
O -7.7783 17.3625 -7.4499
H -7.3965 18.1894 -7.2504
H -7.5977 16.9491 -6.6140
O -9.6540 17.6727 -4.4689
H -9.7696 17.6821 -3.5002
H -8.6801 17.7819 -4.4854
O -11.6781 16.5493 -6.7543
H -11.2377 17.0850 -6.1109
H -10.9147 16.2314 -7.1850
O -12.0458 15.9674 -2.1436
H -11.1704 15.6554 -2.3597
H -11.7325 16.8789 -1.9763
O -5.5028 18.0459 -2.4903
H -5.9719 18.2299 -3.3222
H -6.2060 17.4898 -2.0557

Forces on atoms 1 to 6 (eV/Å):
0.05 -1.89 0.50
-0.20 0.37 -0.19
0.19 1.24 -0.05
-1.47 1.16 0.25
0.28 -0.27 -0.22
1.36 -0.93 -0.66

Computed properties:
- lowest unoccupied orbital energy (eV) = -0.547
- E (eV) = -16639.0330
- max |F| (eV Å⁻¹) = 2.08
- SMILES = O.O.O.O.O.O.O.O
- ΔE to the lowest compared entry with this formula, charge and spin (kcal/mol) = 68.7